# 1
This record from the Open Molecules 2025 dataset describes a cluster of 2 separate species, FHN2O3 in total in a non-equilibrium geometry. The level of theory is ωB97M-V with the def2-TZVPD basis set.

Each line ends with the Löwdin charge.
Positions of all 7 atoms, in Å:
N: 0.6535 1.5858 2.2202  0.1755
N: 0.8109 0.4699 1.0405  -0.3277
O: -0.1776 0.7370 0.1504  0.0777
O: 1.9238 0.1328 0.7556  0.0821
O: -0.2740 1.4907 2.9016  0.1818
F: 0.3202 -1.3589 1.4128  -0.3547
H: 0.1456 0.5083 -0.7617  0.1652

Summary:
Lowest unoccupied orbital energy (spin up / spin down)   -2.44 / -2.44 eV
Spin multiplicity   1
DFT total energy   -11847.94183 eV
ΔE to the lowest compared entry with this formula, charge and spin   64.6 kcal/mol

=====

# 2
This record from the Open Molecules 2025 dataset describes the molecule C21H17NO3S in a non-equilibrium geometry. The level of theory is ωB97M-V with the def2-TZVPD basis set.

Each line ends with the Löwdin charge.
Positions of all 43 atoms, in Å:
C: -4.3168 -3.5640 -0.7587  -0.0750
O: -4.0333 -2.1878 -0.8292  -0.0670
C: -3.9438 -1.4785 0.3229  -0.2297
C: -3.9604 -2.0284 1.6008  -0.0132
C: -3.8090 -1.2153 2.7113  -0.0741
C: -3.6341 0.1493 2.5710  -0.0783
C: -3.6181 0.7066 1.3045  -0.0260
C: -3.7706 -0.0924 0.1811  -0.1032
C: -3.8743 0.5391 -1.1661  -0.4174
O: -4.8601 0.4540 -1.8640  0.1041
N: -2.8267 1.3326 -1.5568  0.1446
C: -1.5654 1.5129 -0.9963  -0.2367
C: -0.9005 0.5003 -0.3059  0.0001
C: 0.3582 0.7240 0.2152  -0.0213
C: 0.9861 1.9574 0.0571  -0.1664
C: 2.3214 2.2531 0.6397  -0.3728
O: 2.5747 3.3477 1.1103  0.0880
C: 3.3305 1.1892 0.6057  -0.0265
C: 3.3551 0.1907 -0.2923  -0.1015
C: 4.3786 -0.8017 -0.3829  -0.5178
C: 4.4553 -1.8296 -1.2927  -0.1198
C: 5.5875 -2.6422 -1.1186  -0.1859
C: 6.3676 -2.2325 -0.0807  -0.4093
S: 5.7378 -0.8468 0.7059  1.0547
C: 0.3176 2.9682 -0.6312  -0.0062
C: -0.9319 2.7454 -1.1667  -0.0071
H: -4.4155 -3.8945 -1.7913  0.0964
H: -3.5039 -4.1187 -0.2773  0.0953
H: -5.2541 -3.7544 -0.2274  0.0998
H: -4.0941 -3.0896 1.7396  0.1037
H: -3.8281 -1.6597 3.6952  0.1058
H: -3.5169 0.7774 3.4400  0.1030
H: -3.4975 1.7729 1.1821  0.1269
H: -3.0360 1.9068 -2.3657  0.1586
H: -1.3660 -0.4645 -0.1877  0.1162
H: 0.8497 -0.0629 0.7678  0.1205
H: 4.1498 1.3112 1.3030  0.1006
H: 2.5700 0.1065 -1.0337  0.1235
H: 3.7165 -1.9874 -2.0582  0.1137
H: 5.8163 -3.4929 -1.7351  0.1020
H: 7.2828 -2.6657 0.2716  0.0618
H: 0.8007 3.9272 -0.7433  0.1215
H: -1.4360 3.5302 -1.7122  0.1143

Summary:
Lowest unoccupied orbital energy   -0.36 eV
Spin multiplicity   1
SMILES   COc1ccccc1C(=O)Nc1ccc(C(=O)/C=C/c2cccs2)cc1
DFT total energy   -40520.25087 eV

=====

# 3
This record from the Open Molecules 2025 dataset describes the molecule C8H21N3 in a non-equilibrium geometry. The level of theory is ωB97M-V with the def2-TZVPD basis set.

Each line ends with the Löwdin charge.
Positions of all 32 atoms, in Å:
C: 2.4557 -1.3090 1.6730  -0.1902
N: 1.6853 -0.3501 0.8342  -0.2219
C: 2.6124 0.6203 -0.0717  -0.1737
C: 1.7923 1.8129 -0.7895  -0.1890
C: 0.8751 1.2476 -1.9145  -0.2573
N: -0.2452 0.3110 -1.7347  -0.1096
C: -1.4615 0.8432 -1.1296  -0.2692
C: -2.6136 -0.2130 -0.8854  -0.2434
C: -2.1428 -1.4801 -0.1976  -0.2510
N: -1.2247 -1.4271 1.0065  -0.1497
C: -1.8976 -0.6648 2.0373  -0.1678
H: 1.6239 -1.9630 2.1565  0.0818
H: 3.1591 -0.7239 2.3752  0.0644
H: 3.2857 -2.0232 0.9409  0.1434
H: 0.7959 0.1931 1.3295  0.1540
H: 3.2769 0.0132 -0.7806  0.1127
H: 3.2938 1.2480 0.7018  0.1193
H: 2.4592 2.7597 -1.0767  0.1460
H: 1.1930 2.3486 -0.1377  0.0459
H: 1.2992 0.8853 -2.8314  0.0945
H: 0.2550 2.1917 -2.1749  0.1202
H: 0.1556 -0.6221 -1.3966  0.1254
H: -1.2940 1.4369 -0.1051  0.1206
H: -1.9887 1.6697 -1.8755  0.1519
H: -3.2991 0.5147 -0.2765  0.1240
H: -3.0015 -0.4529 -1.8062  0.0683
H: -1.6536 -1.8866 -1.1226  0.1099
H: -3.1051 -2.0165 -0.3229  0.1146
H: -0.2257 -1.0950 0.8030  0.0520
H: -2.6247 -1.5131 2.3529  0.1030
H: -1.0564 -0.6131 2.8482  0.1028
H: -2.3837 0.2575 1.5710  0.0682

Summary:
Lowest unoccupied orbital energy   0.92 eV
Spin multiplicity   1
SMILES   CNCCCNCCCNC
DFT total energy   -13101.04794 eV
ΔE to the lowest compared entry with this formula, charge and spin   69.2 kcal/mol

=====

# 4
This record from the Open Molecules 2025 dataset describes a structure of composition C32H29N7O5Sn in a non-equilibrium geometry. The level of theory is ωB97M-V with the def2-TZVPD basis set.

Each line ends with the Löwdin charge.
Positions of all 74 atoms, in Å:
Sn: 0.1082 -2.4907 0.0444  1.5910
C: 5.0470 -3.2652 1.0110  -0.0185
C: 3.6089 -2.8395 1.0379  -0.2742
N: 2.9345 -2.5532 -0.0140  -0.0156
N: 3.3218 -2.5081 -1.2370  0.0437
C: 2.4389 -2.3348 -2.2243  -0.4538
O: 1.2104 -2.1407 -2.0233  -0.1999
C: 2.9924 -2.3713 -3.5773  -0.1569
C: 2.1347 -2.4742 -4.6742  -0.0230
C: 2.6533 -2.5431 -5.9529  -0.0758
C: 4.0251 -2.4951 -6.1515  -0.0730
C: 4.8812 -2.3540 -5.0667  -0.0701
C: 4.3711 -2.2987 -3.7844  -0.0249
C: 2.9048 -2.7424 2.3136  -0.2244
C: 3.5199 -3.0714 3.5244  0.0064
C: 2.7937 -2.9659 4.6967  -0.0379
C: 1.4813 -2.5152 4.6455  -0.0498
C: 0.9559 -2.1893 3.4054  -0.1569
N: 1.6353 -2.3094 2.2747  -0.0052
H: 5.4509 -3.1554 0.0071  0.0710
H: 5.1312 -4.3113 1.3091  0.0919
H: 5.6386 -2.6616 1.6999  0.0834
H: 1.0711 -2.5100 -4.4962  0.1095
H: 1.9887 -2.6349 -6.7970  0.1039
H: 4.4289 -2.5804 -7.1495  0.1064
H: 5.9464 -2.2825 -5.2263  0.1059
H: 5.0205 -2.1812 -2.9292  0.1035
H: 4.5406 -3.4159 3.5534  0.1118
H: 3.2466 -3.2295 5.6400  0.1165
H: 0.8792 -2.4273 5.5363  0.1074
H: -0.0525 -1.7992 3.3014  0.1017
C: -4.8435 10.8439 0.9807  -0.0173
O: -5.6930 9.7086 0.9554  0.0024
C: -5.2238 8.4809 0.8303  -0.2159
C: -6.1730 7.4428 0.9811  0.0529
C: -5.7943 6.1343 0.9446  0.0424
C: -4.4484 5.7849 0.6811  -0.2286
C: -3.5153 6.8202 0.4330  0.0481
C: -3.8850 8.1319 0.5594  0.0380
N: -4.1467 4.4878 0.7018  0.1562
N: -3.0963 3.8746 0.5068  0.1537
C: -2.8751 2.5989 0.2591  -0.1478
C: -3.9275 1.6836 -0.0293  0.0504
C: -3.7070 0.3466 -0.1007  0.0712
C: -2.3979 -0.2229 0.0069  -0.3032
O: -2.1999 -1.4509 -0.0402  -0.0652
C: -1.2851 0.7166 0.1939  -0.1339
N: -0.0529 0.1970 0.2357  0.0729
C: 0.9837 0.9997 0.3465  -0.0637
C: 0.8573 2.3887 0.4231  0.0124
C: -0.4036 2.9384 0.4121  0.0338
C: -1.5237 2.0999 0.3055  -0.0679
H: -5.5117 11.6946 1.1042  0.1116
H: -4.2755 10.9648 0.0554  0.1083
H: -4.1614 10.7910 1.8338  0.1133
H: -7.2014 7.7175 1.1416  0.1398
H: -6.5182 5.3463 1.0715  0.1326
H: -2.4900 6.5613 0.2204  0.1251
H: -3.1361 8.8976 0.4411  0.1250
H: -4.9284 2.0801 -0.1059  0.1274
H: -4.5355 -0.3386 -0.2002  0.1418
H: 1.9529 0.5184 0.3596  0.1297
H: 1.7370 3.0094 0.4905  0.1253
H: -0.5477 4.0063 0.4666  0.1187
N: 1.0292 -8.4153 0.1842  0.1040
C: 0.0248 -7.4116 -0.1767  -0.0689
C: 0.7355 -6.0508 0.1510  -0.6150
O: 1.8553 -6.2317 0.6773  0.0410
O: 0.1769 -4.9841 -0.1006  -0.1517
H: 0.7296 -9.0885 0.8841  0.1500
H: 1.7992 -7.5917 0.6181  0.1347
H: 1.4380 -8.9071 -0.6077  0.1532
H: -0.8733 -7.4829 0.4353  0.1351
H: -0.2561 -7.4355 -1.2266  0.1342

Summary:
Lowest unoccupied orbital energy (spin up / spin down)   -8.46 / -8.07 eV
Spin multiplicity   1
Net charge   +2
DFT total energy   -60137.73366 eV

=====

# 5
This record from the Open Molecules 2025 dataset describes a cluster of 8 separate species, C48H40N8O16 in total in a non-equilibrium geometry. The level of theory is ωB97M-V with the def2-TZVPD basis set.

Each line ends with the Löwdin charge.
Positions of all 112 atoms, in Å:
O: 22.4031 0.5510 -32.2778  0.0989
N: 21.2134 0.6522 -32.3365  -0.3744
O: 20.5448 -0.3061 -32.6589  0.0717
C: 20.6138 1.9430 -32.1370  -0.1582
C: 19.2662 2.1073 -32.1378  -0.0115
C: 18.5644 3.2473 -31.6683  -0.0569
C: 19.2900 4.3859 -31.3184  -0.0479
C: 20.7159 4.2376 -31.3348  -0.0607
C: 21.3694 3.0811 -31.7469  0.0038
H: 18.7373 1.1867 -32.3357  0.1144
H: 17.4861 3.2817 -31.6180  0.1031
H: 18.6479 5.1188 -30.8527  0.1030
H: 21.3489 5.0843 -31.1135  0.0996
H: 22.4484 3.1280 -31.7395  0.1151
O: 25.9272 -10.8270 -26.9878  0.0600
N: 25.9046 -11.8920 -26.3400  -0.3393
O: 25.5620 -12.9889 -26.7569  0.0831
C: 26.2940 -11.8128 -24.9241  -0.1166
C: 27.2700 -10.8563 -24.5172  0.0063
C: 27.3709 -10.5816 -23.1553  -0.0810
C: 26.9668 -11.4584 -22.1720  -0.0766
C: 26.1424 -12.5475 -22.5266  -0.0688
C: 25.8592 -12.7046 -23.8900  -0.0046
H: 27.7192 -10.3053 -25.3302  0.1146
H: 28.0761 -9.8098 -22.8844  0.1050
H: 27.0175 -11.3613 -21.0976  0.1049
H: 25.9083 -13.2376 -21.7295  0.1046
H: 25.3582 -13.6489 -24.0436  0.1084
O: 35.3496 -6.3809 -36.4976  0.0738
N: 34.7522 -6.1989 -35.4493  -0.3504
O: 35.1798 -5.5320 -34.5246  0.0787
C: 33.4739 -6.8602 -35.2673  -0.1458
C: 32.7626 -6.7969 -34.0974  -0.0303
C: 31.5718 -7.3899 -33.9967  -0.0845
C: 31.0608 -8.1140 -35.0395  -0.0691
C: 31.8244 -8.3098 -36.1467  -0.0767
C: 33.0097 -7.6485 -36.3156  0.0075
H: 33.2938 -6.4477 -33.2243  0.1273
H: 31.1172 -7.3320 -33.0188  0.1170
H: 30.1215 -8.6305 -34.9087  0.1151
H: 31.3976 -8.9086 -36.9377  0.1144
H: 33.6442 -7.9252 -37.1446  0.1230
O: 25.8193 -8.2065 -38.2864  0.0620
N: 25.0203 -8.0019 -39.1696  -0.3581
O: 25.3996 -8.1770 -40.3049  0.0716
C: 23.6338 -7.5123 -38.8236  -0.0962
C: 22.7493 -7.2044 -39.8379  -0.0184
C: 21.4606 -6.8560 -39.5535  -0.1057
C: 21.0992 -6.5992 -38.2811  -0.0815
C: 22.0014 -6.8376 -37.2293  -0.0620
C: 23.2370 -7.4326 -37.4446  0.0198
H: 22.8054 -7.3171 -40.9105  0.1254
H: 20.6741 -6.8571 -40.2936  0.1161
H: 20.0512 -6.3587 -38.1793  0.1114
H: 21.5520 -6.5471 -36.2912  0.1025
H: 23.8880 -7.6720 -36.6169  0.1132
O: 10.9934 -9.8054 -32.6614  0.0763
N: 11.7735 -9.6593 -31.7244  -0.3274
O: 11.4495 -9.3687 -30.5626  0.0550
C: 13.2378 -9.9042 -31.8858  -0.1201
C: 14.2361 -9.7307 -30.8907  -0.0044
C: 15.6124 -9.9495 -31.1100  -0.0432
C: 15.9640 -10.3922 -32.4145  -0.0768
C: 15.0472 -10.3288 -33.4141  -0.0919
C: 13.7107 -10.1321 -33.1739  -0.0155
H: 13.9061 -9.6662 -29.8644  0.1074
H: 16.3554 -9.9644 -30.3263  0.1012
H: 16.9934 -10.6848 -32.5599  0.1049
H: 15.3651 -10.6497 -34.3950  0.1131
H: 13.0690 -10.0042 -34.0332  0.1210
O: 33.8647 1.8868 -32.8235  0.0553
N: 33.6453 0.7129 -32.6153  -0.3376
O: 34.1214 0.2484 -31.5878  0.0519
C: 32.3900 0.0621 -33.2023  -0.0908
C: 32.0411 -1.2707 -32.8209  0.0201
C: 30.7991 -1.8099 -33.2761  -0.0701
C: 29.9598 -0.9235 -33.8458  -0.1118
C: 30.2619 0.3731 -34.2859  -0.0582
C: 31.5200 0.8942 -33.9906  -0.0017
H: 32.8571 -1.8707 -32.4460  0.1096
H: 30.4226 -2.8039 -33.0847  0.1098
H: 29.0352 -1.4136 -34.1128  0.1065
H: 29.5693 0.9535 -34.8774  0.1055
H: 31.8714 1.8025 -34.4574  0.1116
O: 14.1972 -6.5312 -36.0072  0.0565
N: 14.6434 -5.4045 -35.6704  -0.3032
O: 15.4704 -4.7773 -36.3518  0.0651
C: 14.4632 -5.0046 -34.2950  -0.1867
C: 13.3942 -5.3700 -33.5996  -0.0302
C: 13.2264 -4.8950 -32.3205  -0.0678
C: 14.1649 -4.0727 -31.6822  -0.0188
C: 15.4680 -3.9985 -32.3398  -0.0479
C: 15.5061 -4.3331 -33.6516  -0.0301
H: 12.5649 -5.7527 -34.1761  0.1331
H: 12.3258 -5.0907 -31.7575  0.1080
H: 14.0753 -3.7100 -30.6688  0.0993
H: 16.3611 -3.5534 -31.9268  0.1045
H: 16.4369 -4.1390 -34.1637  0.1187
O: 26.3186 -6.7562 -32.1582  0.0903
N: 25.3538 -6.0480 -32.2488  -0.3271
O: 25.4354 -4.8154 -32.4592  0.0450
C: 23.9853 -6.5854 -31.9264  -0.1329
C: 22.8743 -5.7702 -32.1041  -0.0128
C: 21.6355 -6.2807 -31.8547  -0.0816
C: 21.4160 -7.6130 -31.5222  -0.0682
C: 22.5338 -8.4051 -31.4283  -0.0727
C: 23.8168 -7.8759 -31.5314  -0.0104
H: 22.9226 -4.7291 -32.3874  0.1228
H: 20.7695 -5.6420 -31.9464  0.1071
H: 20.4957 -7.9634 -31.0787  0.1086
H: 22.4135 -9.3956 -31.0151  0.1085
H: 24.6430 -8.5680 -31.4623  0.1232

Summary:
Lowest unoccupied orbital energy   -1.01 eV
Spin multiplicity   1
SMILES   O=[N+]([O-])c1ccccc1.O=[N+]([O-])c1ccccc1.O=[N+]([O-])c1ccccc1.O=[N+]([O-])c1ccccc1.O=[N+]([O-])c1ccccc1.O=[N+]([O-])c1ccccc1.O=[N+]([O-])c1ccccc1.O=[N+]([O-])c1ccccc1
DFT total energy   -95077.72199 eV
ΔE to the lowest compared entry with this formula, charge and spin   148.3 kcal/mol

=====

# 6
This record from the Open Molecules 2025 dataset describes the ion C6H12N3S with charge +1 in a non-equilibrium geometry. The level of theory is ωB97M-V with the def2-TZVPD basis set.

Each line ends with the Löwdin charge.
Positions of all 22 atoms, in Å:
C: 1.5442 -0.9627 -0.2581  -0.4230
C: -0.4075 -2.2175 0.0486  -0.1900
C: 0.8905 1.8140 0.5696  -0.2680
C: -0.8970 -1.1199 0.8922  -0.1184
C: 2.2229 1.7296 -0.1022  -0.3914
C: -1.8990 -0.0257 -1.1020  0.0032
N: 0.9164 -1.9574 -0.4113  0.0819
N: 0.1747 0.8128 -0.2138  -0.1030
N: -1.0573 0.2389 0.1623  -0.1877
S: 2.9255 -0.0009 -0.0963  1.0342
H: -0.3526 -3.1152 0.6349  0.1314
H: -1.0574 -2.3534 -0.9450  0.1662
H: 0.8874 1.5920 1.6577  0.1310
H: 0.4119 2.6955 0.3336  0.0964
H: -1.9002 -1.3028 1.3256  0.1477
H: -0.1806 -0.7951 1.6968  0.1521
H: 2.2847 2.1590 -1.1187  0.0998
H: 3.0620 2.2567 0.4352  0.1002
H: -2.6302 -0.8969 -1.1138  0.1166
H: -2.2156 1.0007 -1.3612  0.1016
H: -1.1177 -0.2925 -1.9299  0.1285
H: -1.6050 0.7409 0.8958  0.1907

Summary:
Lowest unoccupied orbital energy (spin up / spin down)   -3.69 / -3.69 eV
Spin multiplicity   1
Net charge   +1
DFT total energy   -21710.96849 eV
ΔE to the lowest compared entry with this formula, charge and spin   104.7 kcal/mol

=====

Which formula does entry 1 have? FHN2O3